one) Here is 14 unconnected molecules or ions with the total composition C90H200N8O14 from OMol25. Energies are from ωB97M-V/def2-TZVPD.

The geometry in ORCA input format:
```
! RIJCOSX wB97M-V def2-TZVPD def2/J DEFGRID3
* xyz 0 1
C 5.66 3.27 0.75
C 4.15 3.66 0.75
C 3.11 2.54 0.39
C 3.02 1.44 1.46
C 2.64 2.07 2.77
C 3.58 3.29 3.19
N 3.80 4.16 2.10
O 4.53 5.25 2.47
C 2.92 4.02 4.35
C 4.86 2.62 3.69
C 3.96 4.79 -0.31
H 6.05 2.37 1.23
H 6.40 3.90 1.24
H 6.08 3.38 -0.24
H 2.12 2.87 0.08
H 3.38 1.93 -0.46
H 3.87 0.77 1.59
H 2.15 0.80 1.34
H 2.46 1.38 3.60
H 1.67 2.56 2.68
H 2.29 4.78 3.88
H 2.39 3.37 5.04
H 3.58 4.58 5.01
H 4.70 2.20 4.69
H 5.16 1.75 3.11
H 5.62 3.40 3.70
H 4.02 4.37 -1.31
H 4.77 5.51 -0.23
H 3.00 5.31 -0.25
H 3.90 5.97 2.51
C -3.36 -5.09 4.66
C -1.95 -5.31 3.95
C -1.65 -4.12 2.94
C -0.19 -4.08 2.44
C 0.69 -3.99 3.74
C 0.52 -5.20 4.70
N -0.92 -5.46 5.03
O -1.10 -6.65 5.72
C 1.30 -6.39 4.08
C 1.16 -4.77 6.09
C -2.11 -6.62 3.10
H -3.63 -5.96 5.25
H -4.21 -4.99 3.99
H -3.41 -4.23 5.33
H -2.38 -4.12 2.13
H -1.76 -3.21 3.53
H -0.09 -3.19 1.82
H 0.09 -4.94 1.82
H 0.45 -3.14 4.37
H 1.68 -4.00 3.29
H 1.78 -6.13 3.14
H 2.13 -6.74 4.69
H 0.78 -7.31 3.81
H 2.13 -4.34 5.88
H 0.58 -4.01 6.60
H 1.24 -5.63 6.76
H -2.97 -6.44 2.45
H -2.22 -7.51 3.72
H -1.30 -6.72 2.38
H -1.15 -6.36 6.63
C -1.63 3.47 2.48
C -1.92 4.65 3.48
C -0.66 5.45 3.68
C -0.47 6.61 2.65
C -1.68 7.39 2.53
C -2.90 6.54 2.09
N -3.09 5.38 3.01
O -4.22 4.60 2.89
C -4.15 7.57 2.05
C -2.59 6.12 0.70
C -2.27 4.17 4.87
H -1.16 3.67 1.52
H -2.53 2.86 2.41
H -0.92 2.74 2.88
H -0.53 5.74 4.72
H 0.19 4.81 3.43
H -0.16 6.28 1.66
H 0.23 7.36 3.01
H -1.66 8.12 1.72
H -1.95 7.88 3.46
H -3.99 8.43 1.40
H -5.14 7.20 1.76
H -4.23 7.93 3.08
H -3.55 5.95 0.21
H -2.12 6.94 0.14
H -2.06 5.18 0.58
H -3.02 3.39 4.89
H -2.56 5.01 5.50
H -1.45 3.74 5.44
H -4.57 4.71 3.78
C 3.71 -4.05 -6.08
C 2.86 -3.84 -7.38
C 1.44 -3.36 -6.88
C 1.25 -1.90 -6.66
C 1.76 -1.11 -7.82
C 3.27 -1.35 -8.10
N 3.47 -2.84 -8.30
O 4.83 -3.21 -8.59
C 3.69 -0.72 -9.46
C 4.24 -0.83 -6.95
C 2.72 -5.24 -8.13
H 4.60 -4.61 -6.38
H 3.25 -4.64 -5.29
H 4.01 -3.16 -5.53
H 0.74 -3.65 -7.67
H 1.12 -3.85 -5.96
H 1.74 -1.57 -5.74
H 0.23 -1.64 -6.39
H 1.68 -0.05 -7.61
H 1.19 -1.29 -8.74
H 2.94 -0.85 -10.24
H 3.76 0.36 -9.34
H 4.64 -1.07 -9.86
H 3.77 -1.11 -6.01
H 5.26 -1.22 -6.88
H 4.29 0.26 -6.83
H 1.98 -5.93 -7.72
H 3.68 -5.77 -8.10
H 2.42 -5.18 -9.17
H 4.85 -3.47 -9.52
C -1.52 3.19 -6.47
C -1.05 2.18 -5.39
C 0.51 2.11 -5.58
C 1.29 3.27 -4.92
C 0.83 3.53 -3.50
C -0.73 3.64 -3.30
N -1.42 2.57 -3.98
O -2.76 2.60 -3.76
C -1.01 3.56 -1.76
C -1.18 5.12 -3.73
C -1.54 0.78 -5.76
H -2.43 3.70 -6.15
H -1.58 2.75 -7.47
H -0.86 4.05 -6.57
H 0.92 1.13 -5.31
H 0.67 2.29 -6.64
H 1.08 4.14 -5.55
H 2.36 3.09 -4.95
H 1.38 4.37 -3.09
H 1.13 2.60 -3.03
H -0.79 2.51 -1.54
H -0.42 4.22 -1.12
H -2.09 3.60 -1.63
H -0.42 5.84 -3.43
H -1.19 5.15 -4.82
H -2.18 5.40 -3.38
H -1.12 0.05 -5.06
H -1.09 0.53 -6.72
H -2.63 0.78 -5.80
H -3.00 3.52 -3.88
C -9.43 5.02 2.04
C -9.34 4.02 3.17
C -10.15 2.82 2.74
C -9.84 1.57 3.59
C -8.31 1.37 3.65
C -7.44 2.58 4.15
N -7.88 3.78 3.40
O -7.21 4.85 3.77
C -7.43 2.62 5.73
C -5.92 2.26 3.77
C -10.05 4.65 4.36
H -9.20 6.01 2.42
H -10.44 5.10 1.63
H -8.78 4.83 1.19
H -11.23 2.89 2.81
H -9.84 2.69 1.70
H -10.26 0.68 3.11
H -10.22 1.71 4.60
H -8.05 1.19 2.60
H -8.06 0.52 4.29
H -8.32 3.03 6.19
H -7.24 1.62 6.12
H -6.66 3.32 6.08
H -5.65 1.27 4.13
H -5.72 2.46 2.72
H -5.35 3.03 4.29
H -11.02 5.04 4.05
H -9.51 5.57 4.61
H -9.98 4.05 5.27
H -6.76 5.01 2.93
C 4.62 -3.90 1.76
C 5.61 -3.43 2.83
C 5.19 -4.02 4.18
C 5.70 -5.44 4.41
C 7.16 -5.61 4.19
C 7.55 -5.14 2.72
N 6.96 -3.81 2.55
O 7.57 -3.07 1.50
C 9.13 -5.17 2.78
C 7.22 -6.20 1.62
C 5.48 -1.94 3.07
H 5.03 -3.67 0.77
H 3.66 -3.38 1.72
H 4.32 -4.95 1.68
H 5.28 -3.44 5.09
H 4.11 -4.21 4.23
H 5.22 -6.21 3.80
H 5.56 -5.71 5.46
H 7.37 -6.68 4.17
H 7.72 -5.06 4.95
H 9.50 -6.08 3.25
H 9.56 -5.35 1.79
H 9.59 -4.26 3.16
H 6.15 -6.41 1.56
H 7.53 -5.85 0.64
H 7.73 -7.16 1.54
H 5.72 -1.43 2.13
H 6.22 -1.59 3.79
H 4.58 -1.64 3.59
H 8.27 -2.64 1.99
C 7.76 0.36 -0.19
C 7.13 0.19 -1.59
C 5.65 -0.15 -1.27
C 4.63 -0.12 -2.32
C 4.74 1.18 -3.10
C 6.17 1.63 -3.51
N 7.21 1.44 -2.42
O 8.47 1.85 -2.69
C 6.70 0.80 -4.75
C 6.11 3.09 -3.94
C 7.93 -1.10 -2.17
H 8.16 -0.57 0.20
H 7.00 0.63 0.55
H 8.56 1.10 -0.24
H 5.48 -1.16 -0.90
H 5.18 0.44 -0.48
H 3.65 0.04 -1.87
H 4.70 -0.96 -3.02
H 4.25 1.99 -2.57
H 4.16 1.20 -4.02
H 6.34 0.98 -5.76
H 7.79 0.82 -4.78
H 6.46 -0.26 -4.61
H 7.02 3.19 -4.53
H 5.33 3.46 -4.61
H 5.92 3.82 -3.15
H 8.99 -0.89 -2.36
H 7.68 -1.22 -3.23
H 7.97 -2.05 -1.64
H 8.53 2.65 -2.16
C -4.58 2.96 -1.11
C -5.66 1.99 -0.65
C -6.84 2.90 -0.21
O -5.85 1.03 -1.66
H -3.70 2.34 -1.24
H -4.28 3.61 -0.28
H -4.85 3.49 -2.03
H -5.33 1.54 0.29
H -7.19 3.39 -1.12
H -6.65 3.54 0.65
H -7.65 2.28 0.18
H -5.48 1.40 -2.47
C -2.52 -0.37 -1.16
C -1.20 -1.02 -0.90
C -0.25 -0.05 -0.25
O -1.43 -2.11 -0.01
H -2.36 0.44 -1.88
H -2.90 0.14 -0.27
H -3.23 -1.11 -1.53
H -0.83 -1.46 -1.82
H 0.18 0.77 -0.82
H 0.64 -0.66 -0.07
H -0.61 0.43 0.66
H -2.26 -1.95 0.46
C -4.07 -4.13 -5.53
C -4.75 -3.79 -4.09
C -4.69 -5.04 -3.19
O -4.00 -2.75 -3.56
H -3.42 -4.99 -5.36
H -3.41 -3.34 -5.88
H -4.86 -4.41 -6.23
H -5.73 -3.44 -4.42
H -3.74 -5.56 -3.04
H -5.26 -5.89 -3.56
H -5.08 -4.78 -2.21
H -3.19 -3.18 -3.28
C -1.91 -0.25 3.21
C -2.19 -0.52 4.61
C -1.57 0.40 5.66
O -3.58 -0.50 4.88
H -2.28 0.72 2.89
H -2.20 -0.99 2.46
H -0.82 -0.29 3.26
H -1.77 -1.48 4.91
H -0.49 0.32 5.56
H -1.67 0.01 6.68
H -1.79 1.46 5.56
H -3.90 -1.05 4.16
C 0.81 -4.00 -1.89
C -0.30 -4.20 -2.91
C -0.38 -5.72 -3.39
O -1.54 -4.06 -2.25
H 0.93 -2.95 -1.60
H 1.80 -4.08 -2.35
H 0.56 -4.59 -1.01
H -0.04 -3.57 -3.76
H 0.59 -6.04 -3.76
H -0.98 -5.68 -4.30
H -0.85 -6.39 -2.66
H -1.60 -3.41 -1.55
C -6.17 -3.44 1.37
C -5.39 -2.17 1.75
C -6.07 -0.91 1.57
O -5.07 -2.43 3.12
H -6.76 -3.89 2.17
H -5.47 -4.21 1.06
H -6.92 -3.21 0.61
H -4.50 -2.07 1.13
H -6.98 -0.88 2.17
H -6.57 -0.84 0.61
H -5.46 -0.06 1.91
H -5.86 -2.72 3.59
*
```

## Properties
Highest occupied orbital energy in Eh: -0.2973
Gap between HOMO and LUMO in Ha: 0.31115

two) Here is 14 unconnected molecules or ions with the total composition C90H200N8O14 from OMol25. Energies are from ωB97M-V/def2-TZVPD.

The geometry in ORCA input format:
```
! RIJCOSX wB97M-V def2-TZVPD def2/J DEFGRID3
* xyz 0 1
C 4.41 1.33 -4.42
C 4.89 1.67 -5.82
C 6.43 1.83 -5.85
O 4.51 0.70 -6.74
H 4.48 2.24 -3.82
H 5.00 0.60 -3.87
H 3.40 0.92 -4.45
H 4.40 2.60 -6.10
H 6.81 0.92 -5.40
H 6.76 2.61 -5.16
H 6.86 2.03 -6.83
H 4.99 -0.10 -6.50
C 3.54 -4.84 -1.48
C 3.82 -6.32 -1.24
C 2.81 -7.22 -1.92
O 5.06 -6.54 -1.89
H 4.19 -4.16 -0.95
H 2.49 -4.62 -1.23
H 3.64 -4.63 -2.55
H 3.88 -6.54 -0.18
H 1.80 -7.02 -1.50
H 2.89 -8.30 -1.84
H 2.83 -6.94 -2.97
H 5.55 -7.31 -1.55
C 2.35 3.84 4.42
C 3.41 4.18 5.44
C 3.12 3.70 6.87
O 4.72 3.67 4.98
H 2.63 4.10 3.40
H 1.46 4.45 4.59
H 2.08 2.78 4.45
H 3.59 5.26 5.47
H 2.94 2.63 6.88
H 2.19 4.14 7.23
H 3.89 4.03 7.56
H 5.28 3.68 5.76
C 2.24 -1.99 -5.01
C 1.61 -2.40 -6.33
C 1.45 -1.19 -7.26
O 2.45 -3.40 -6.92
H 2.17 -2.76 -4.26
H 1.57 -1.29 -4.51
H 3.21 -1.55 -5.24
H 0.63 -2.89 -6.15
H 2.39 -0.65 -7.44
H 0.83 -0.48 -6.73
H 1.12 -1.49 -8.25
H 3.21 -2.94 -7.30
C 6.23 0.46 5.03
C 5.28 0.01 3.93
C 4.99 -1.44 4.00
O 4.05 0.72 4.02
H 7.24 0.07 4.93
H 5.81 0.22 6.01
H 6.30 1.55 5.00
H 5.77 0.27 2.98
H 4.33 -1.70 4.83
H 5.96 -1.94 4.11
H 4.57 -1.79 3.06
H 4.29 1.62 4.27
C 6.37 -1.49 -2.63
C 7.00 -2.43 -3.70
C 6.35 -3.82 -3.72
O 6.99 -1.83 -4.96
H 6.96 -0.57 -2.45
H 6.32 -2.07 -1.71
H 5.34 -1.21 -2.90
H 8.03 -2.56 -3.36
H 5.38 -3.75 -4.18
H 6.20 -4.13 -2.69
H 7.00 -4.61 -4.12
H 7.51 -1.04 -4.88
C 0.34 -9.73 -4.32
C -0.81 -8.79 -3.99
C -1.10 -8.82 -2.51
C -2.03 -7.69 -2.05
C -1.49 -6.31 -2.40
C -1.10 -6.16 -3.81
N -0.27 -7.38 -4.31
O -0.15 -7.28 -5.67
C -2.37 -6.01 -4.66
C -0.16 -4.96 -4.05
C -2.04 -9.03 -4.86
H 0.49 -9.83 -5.39
H 0.17 -10.71 -3.89
H 1.25 -9.37 -3.85
H -1.48 -9.80 -2.21
H -0.17 -8.62 -1.96
H -2.14 -7.81 -0.97
H -3.07 -7.81 -2.33
H -0.64 -6.13 -1.73
H -2.18 -5.50 -2.17
H -2.26 -6.14 -5.74
H -3.19 -6.68 -4.37
H -2.70 -5.00 -4.46
H 0.82 -5.09 -3.58
H -0.01 -4.81 -5.14
H -0.62 -4.05 -3.69
H -2.18 -10.09 -5.13
H -1.85 -8.54 -5.82
H -3.01 -8.68 -4.50
H 0.74 -6.92 -5.86
C 4.76 3.81 0.72
C 4.70 5.31 0.64
C 3.55 5.74 -0.34
C 3.41 7.22 -0.23
C 3.11 7.60 1.25
C 4.20 7.26 2.27
N 4.53 5.81 2.09
O 5.72 5.46 2.81
C 5.44 8.10 2.06
C 3.71 7.49 3.69
C 6.04 5.75 0.12
H 5.68 3.45 1.19
H 4.67 3.39 -0.28
H 3.94 3.42 1.32
H 3.86 5.35 -1.33
H 2.57 5.32 -0.11
H 2.52 7.57 -0.78
H 4.20 7.77 -0.71
H 2.21 7.02 1.49
H 2.83 8.64 1.29
H 5.26 9.16 2.30
H 6.28 7.75 2.65
H 5.79 8.06 1.04
H 2.82 6.88 3.85
H 4.47 7.24 4.44
H 3.56 8.55 3.89
H 6.26 5.24 -0.81
H 6.77 5.57 0.90
H 6.12 6.79 -0.23
H 5.38 4.87 3.52
C -4.54 -2.54 -2.63
C -4.59 -2.01 -1.21
C -3.63 -0.76 -1.10
C -4.12 0.44 -1.91
C -5.48 0.81 -1.38
C -6.51 -0.25 -1.47
N -5.99 -1.56 -0.90
O -6.91 -2.62 -1.04
C -7.76 0.05 -0.70
C -6.86 -0.45 -2.93
C -4.22 -3.11 -0.24
H -3.50 -2.84 -2.78
H -4.67 -1.72 -3.35
H -5.23 -3.34 -2.89
H -3.45 -0.42 -0.07
H -2.64 -1.07 -1.44
H -4.11 0.22 -2.98
H -3.49 1.30 -1.76
H -5.88 1.74 -1.78
H -5.34 1.09 -0.32
H -8.32 0.90 -1.08
H -8.37 -0.85 -0.63
H -7.53 0.38 0.32
H -6.02 -0.27 -3.60
H -7.29 -1.39 -3.24
H -7.65 0.26 -3.20
H -3.78 -2.69 0.66
H -3.35 -3.67 -0.62
H -5.05 -3.80 -0.15
H -6.99 -2.93 -1.98
C -3.13 4.31 -3.58
C -1.68 4.75 -3.50
C -0.70 3.56 -3.28
C 0.77 3.91 -3.45
C 0.95 4.47 -4.81
C 0.14 5.74 -5.09
N -1.35 5.41 -4.80
O -2.13 6.60 -4.84
C 0.62 6.94 -4.31
C 0.14 6.21 -6.56
C -1.54 5.67 -2.32
H -3.82 5.13 -3.75
H -3.40 3.75 -2.70
H -3.23 3.67 -4.46
H -0.93 3.19 -2.28
H -0.84 2.72 -3.96
H 1.40 3.01 -3.37
H 1.05 4.67 -2.73
H 0.61 3.68 -5.50
H 1.99 4.77 -5.07
H 1.45 7.44 -4.82
H -0.22 7.60 -4.10
H 0.96 6.71 -3.29
H -0.34 7.20 -6.64
H 1.13 6.22 -6.98
H -0.53 5.55 -7.09
H -2.04 6.63 -2.43
H -0.50 5.99 -2.33
H -1.78 5.20 -1.38
H -2.79 6.49 -5.56
C -4.95 7.11 3.61
C -5.89 6.52 2.56
C -5.40 6.95 1.14
C -4.03 6.35 0.84
C -4.04 4.82 0.80
C -4.51 4.35 2.11
N -5.77 5.00 2.61
O -5.99 4.65 3.96
C -4.78 2.84 2.03
C -3.36 4.47 3.18
C -7.31 6.96 2.77
H -3.89 6.90 3.45
H -5.18 6.62 4.54
H -5.12 8.19 3.71
H -6.05 6.65 0.31
H -5.42 8.03 1.10
H -3.27 6.77 1.51
H -3.68 6.67 -0.13
H -3.11 4.31 0.55
H -4.69 4.54 -0.02
H -3.87 2.32 1.75
H -5.14 2.39 2.95
H -5.61 2.66 1.36
H -2.50 3.85 2.90
H -2.97 5.48 3.24
H -3.70 4.13 4.15
H -7.71 6.53 3.69
H -7.92 6.61 1.91
H -7.40 8.05 2.68
H -6.67 3.96 3.96
C -0.49 -4.96 1.84
C -0.52 -6.06 2.87
C -0.16 -7.39 2.18
C 1.31 -7.48 1.81
C 2.18 -7.32 2.99
C 1.91 -5.98 3.75
N 0.43 -5.80 3.99
O 0.20 -4.48 4.47
C 2.62 -6.03 5.14
C 2.48 -4.79 2.97
C -1.94 -6.08 3.46
H 0.36 -5.04 1.19
H -0.64 -3.99 2.29
H -1.35 -5.09 1.17
H -0.30 -8.16 2.95
H -0.82 -7.55 1.32
H 1.58 -6.71 1.07
H 1.55 -8.43 1.32
H 3.23 -7.41 2.72
H 1.87 -8.10 3.66
H 2.52 -6.98 5.65
H 3.69 -5.81 5.07
H 2.13 -5.30 5.77
H 2.20 -3.82 3.39
H 3.56 -4.90 2.86
H 2.06 -4.79 1.96
H -2.01 -6.82 4.27
H -2.74 -6.28 2.75
H -2.14 -5.08 3.86
H -0.21 -4.61 5.32
C -6.78 -0.51 6.15
C -5.29 -0.21 6.15
C -4.58 -0.96 7.36
C -3.08 -0.84 7.34
C -2.59 -1.46 6.00
C -3.19 -0.79 4.78
N -4.70 -0.71 4.90
O -5.19 0.07 3.85
C -2.52 0.59 4.61
C -2.90 -1.53 3.47
C -5.03 1.30 6.32
H -7.24 0.18 5.43
H -7.27 -0.30 7.11
H -7.02 -1.52 5.87
H -5.00 -0.55 8.30
H -4.80 -2.02 7.37
H -2.59 -1.36 8.17
H -2.84 0.23 7.43
H -2.74 -2.56 6.01
H -1.49 -1.44 5.84
H -1.47 0.45 4.35
H -2.97 1.10 3.75
H -2.57 1.20 5.52
H -3.34 -2.52 3.50
H -3.25 -0.95 2.60
H -1.82 -1.58 3.28
H -5.73 1.66 7.08
H -5.30 1.80 5.39
H -4.03 1.61 6.62
H -5.70 -0.53 3.28
C -0.98 1.86 0.69
C 0.30 1.05 0.50
C 0.69 0.40 1.86
C 1.80 -0.63 1.64
C 1.33 -1.68 0.65
C 0.89 -1.11 -0.75
N -0.08 0.01 -0.51
O -0.33 0.65 -1.74
C 2.12 -0.57 -1.49
C 0.11 -2.14 -1.63
C 1.31 2.04 -0.06
H -1.37 2.30 -0.21
H -0.77 2.61 1.45
H -1.72 1.18 1.12
H 1.04 1.13 2.60
H -0.18 0.01 2.37
H 1.93 -1.15 2.58
H 2.71 -0.15 1.31
H 0.53 -2.28 1.06
H 2.21 -2.30 0.43
H 1.85 0.06 -2.32
H 2.85 -0.10 -0.84
H 2.66 -1.46 -1.86
H -0.80 -2.49 -1.11
H -0.23 -1.74 -2.60
H 0.74 -2.97 -1.94
H 1.15 2.98 0.46
H 1.16 2.20 -1.13
H 2.35 1.73 0.07
H -1.25 0.43 -1.92
*
```

## Properties
Highest occupied orbital energy in Eh: -0.3041
Gap between HOMO and LUMO in Ha: 0.31890

two) ends up most stable, edging out the next structure by 797.7 kJ/mol.